[1]
This record from the Open Molecules 2025 dataset describes a structure of composition C48H41Cl2N4O2P2S2Zn. The level of theory is the ωB97M-V functional and the def2-TZVPD basis.

Computed properties:
Charge: -1
HOMO in eV: -3.69
Frontier orbital gap in eV: 5.7

The geometry in XYZ format:
```
102
Properties=species:S:1:pos:R:3:mulliken_charge:R:1
Zn -1.1871 0.5286 0.3913 0.782
O 1.7527 -0.5222 3.4632 -0.685
C 0.9726 -0.3482 4.5382 0.177
C 1.4977 -0.6206 5.8024 -0.577
C 0.7282 -0.4423 6.9327 -0.401
C -0.5794 0.0147 6.8370 -0.703
C -1.1139 0.2794 5.5947 -0.745
C -0.3563 0.1021 4.4425 0.264
C -0.9483 0.3832 3.1275 0.159
O -0.1913 0.5117 2.1068 0.801
N -2.2524 0.5083 3.0877 -0.564
N -2.7661 0.5455 1.8404 0.013
C -3.9333 1.0137 1.6580 0.072
S -4.7212 0.8287 0.1108 0.014
C -6.1810 1.8636 0.5242 -0.533
C -5.7727 2.8330 1.6071 -0.615
S -4.8688 1.8981 2.8888 -0.097
H 1.2151 -0.2455 2.6802 -0.362
H 2.5226 -0.9569 5.8616 0.456
H 1.1509 -0.6477 7.9056 0.403
H -1.1677 0.1752 7.7280 0.406
H -2.1239 0.6371 5.4752 0.544
H -6.9815 1.2039 0.8657 0.312
H -6.4707 2.3695 -0.3965 0.380
H -6.6372 3.2979 2.0752 0.382
H -5.0996 3.5967 1.2172 0.288
C 1.0109 -1.9911 -1.6462 -1.913
N 1.8508 -0.8679 -1.9816 1.001
C 2.4008 -0.0972 -0.9083 -2.515
P 1.3382 1.3129 -0.2418 2.234
C 1.4813 2.6293 -1.4922 0.870
C 1.9888 3.8916 -1.2017 -1.158
C 1.8574 4.9213 -2.1145 -0.638
C 1.2272 4.7030 -3.3272 -0.889
C 0.7312 3.4433 -3.6284 -0.857
C 0.8479 2.4155 -2.7153 -0.387
C 2.4430 1.9379 1.0838 0.085
C 1.8269 2.5696 2.1639 -0.486
C 2.5606 2.9861 3.2571 -0.539
C 3.9320 2.7945 3.2825 -0.658
C 4.5591 2.1922 2.2046 -0.691
C 3.8219 1.7659 1.1157 -0.400
C 2.3813 -0.7988 -3.2488 1.578
C 3.0153 0.3583 -3.7246 -0.554
C 3.4696 0.4379 -5.0248 -0.885
C 3.3428 -0.6365 -5.8899 -0.609
C 2.7762 -1.8078 -5.4177 -0.790
C 2.3058 -1.8942 -4.1240 -0.585
P -0.1362 -1.6904 -0.2205 3.328
C 0.7230 -2.8140 1.0333 0.295
C 2.0732 -3.1333 1.1384 -0.292
C 2.5764 -3.7506 2.2701 -0.884
C 1.7421 -4.0604 3.3273 -0.589
C 0.3997 -3.7174 3.2604 -0.626
C -0.0880 -3.0864 2.1374 -0.826
C -1.4480 -2.9106 -0.5621 0.556
C -2.7824 -2.5325 -0.5173 0.280
C -3.7837 -3.4629 -0.7241 -0.526
C -3.4582 -4.7844 -0.9788 -0.656
C -2.1302 -5.1735 -1.0158 -0.829
C -1.1297 -4.2444 -0.7987 -0.559
H 1.6086 -2.8895 -1.4307 1.004
H 0.3417 -2.1907 -2.4841 0.089
H 3.3707 0.3019 -1.2181 1.308
H 2.5398 -0.7412 -0.0275 -0.097
H 2.4819 4.0658 -0.2551 0.355
H 2.2309 5.9058 -1.8641 0.394
H 1.1229 5.5147 -4.0350 0.395
H 0.2376 3.2629 -4.5720 0.504
H 0.4467 1.4363 -2.9328 0.341
H 0.7552 2.7138 2.1501 0.463
H 2.0614 3.4458 4.1002 0.395
H 4.5126 3.1098 4.1378 0.354
H 5.6301 2.0412 2.2195 0.404
H 4.3395 1.3084 0.2864 0.321
H 3.1236 1.2216 -3.0858 0.228
H 3.9226 1.3586 -5.3696 0.386
H 3.6797 -0.5587 -6.9132 0.377
H 2.7051 -2.6725 -6.0640 0.385
H 1.8853 -2.8276 -3.7880 0.364
H 2.7584 -2.9267 0.3243 0.171
H 3.6314 -3.9883 2.3322 0.420
H 2.1344 -4.5593 4.2018 0.395
H -0.2531 -3.9346 4.0960 0.413
H -1.1338 -2.7938 2.0871 0.174
H -3.0318 -1.4993 -0.3157 -0.504
H -4.8197 -3.1556 -0.6776 0.440
H -4.2399 -5.5151 -1.1337 0.372
H -1.8752 -6.2071 -1.2105 0.406
H -0.0952 -4.5594 -0.7852 0.274
Cl -1.6263 -1.9446 -3.7693 -0.298
C -2.1007 -0.2848 -3.5863 1.200
C -2.7828 0.2917 -4.6285 -0.409
C -3.2611 1.5923 -4.5309 -0.872
C -3.0192 2.2959 -3.3610 -0.702
C -2.3076 1.7142 -2.3442 1.488
Cl -2.0225 2.6811 -0.9239 -0.215
C -1.8061 0.3693 -2.3525 -2.473
N -1.1880 -0.1468 -1.3224 -0.596
H -2.9630 -0.2962 -5.5176 0.444
H -3.8200 2.0438 -5.3368 0.375
H -3.3887 3.3044 -3.2351 0.467
```


[2]
This record from the Open Molecules 2025 dataset describes a structure of composition C48H41ClGeIrN3O5. The level of theory is the ωB97M-V functional and the def2-TZVPD basis.

Computed properties:
Multiplicity: 5
Charge: +2
Relative energy (zero: lowest compared OMol25 entry of this formula, charge and spin) in eV: 0.000
HOMO (alpha / beta) in eV: -11.84 / -11.84
Frontier orbital gap (alpha / beta) in eV: 5.9 / 3.3

The geometry in XYZ format:
```
100
Properties=species:S:1:pos:R:3:lowdin_spin:R:1
Ir 1.1230 0.7865 -0.2526 1.612
C 3.1361 -1.4049 1.6626 0.008
O 1.9474 -1.2431 0.8795 0.129
C 1.3087 -2.3248 0.3917 0.070
C 1.6269 -3.6310 0.7435 -0.006
C 0.8585 -4.6735 0.2636 0.076
C -0.2366 -4.4369 -0.5715 0.006
C -0.5336 -3.1543 -0.9592 0.043
C 0.2446 -2.0770 -0.5051 0.028
N 0.0145 -0.7636 -0.9293 0.208
N -0.7440 -0.7082 -1.9882 -0.067
C -1.1796 0.3950 -2.5792 0.194
C -1.1774 1.7710 -2.0186 0.070
O -0.7758 2.0090 -0.8695 0.213
C -1.7367 2.8410 -2.8183 0.015
C -2.2577 2.6011 -4.0299 0.014
C -2.3139 1.2719 -4.6030 0.032
C -2.9096 1.0706 -5.8472 0.000
C -3.0044 -0.2007 -6.3841 0.056
C -2.4942 -1.2876 -5.6783 -0.008
C -1.8915 -1.1032 -4.4488 0.053
C -1.7966 0.1767 -3.8855 -0.003
H 2.9404 -2.0504 2.5169 0.001
H 3.3821 -0.4089 2.0235 0.001
H 3.9382 -1.7972 1.0385 0.001
H 2.4540 -3.8355 1.4040 -0.002
H 1.1054 -5.6853 0.5537 0.004
H -0.8455 -5.2605 -0.9144 -0.001
H -1.3741 -2.9540 -1.6057 0.002
H -1.7324 3.8263 -2.3742 0.000
H -2.6859 3.4135 -4.6059 0.000
H -3.3205 1.9195 -6.3798 -0.001
H -3.4885 -0.3519 -7.3393 0.003
H -2.5797 -2.2847 -6.0885 -0.002
H -1.5007 -1.9494 -3.9036 0.003
C -1.8126 1.4766 1.6909 0.013
Ge 0.0302 0.9246 2.0827 0.050
C -0.0707 -0.8302 2.9299 0.010
C -1.0052 -1.7696 2.4879 0.003
C -1.1210 -3.0053 3.1067 0.001
C -0.3013 -3.3175 4.1835 0.002
C 0.6208 -2.3881 4.6436 0.001
C 0.7336 -1.1511 4.0209 0.002
C 0.9741 2.0835 3.3665 0.005
C 2.3193 2.3203 3.2453 0.002
C 3.0207 3.1859 4.1116 0.000
C 2.3492 3.8310 5.1046 0.000
C 0.9746 3.5700 5.3279 0.000
C 0.2965 4.1711 6.4170 0.000
C -0.9970 3.8495 6.7011 0.000
C -1.6646 2.8876 5.9157 0.000
C -1.0431 2.3139 4.8446 0.000
C 0.2853 2.6586 4.4867 0.001
H -2.4607 1.2825 2.5405 0.002
H -2.1866 0.9084 0.8412 0.000
H -1.8636 2.5337 1.4412 0.000
H -1.6666 -1.5326 1.6609 0.000
H -1.8571 -3.7190 2.7601 0.000
H -0.3957 -4.2761 4.6760 0.000
H 1.2426 -2.6203 5.4982 0.000
H 1.4455 -0.4269 4.4019 0.000
H 2.8821 1.8269 2.4638 0.001
H 4.0834 3.3405 3.9755 0.000
H 2.8628 4.5211 5.7618 0.000
H 0.8344 4.8786 7.0352 0.000
H -1.5014 4.3067 7.5405 0.000
H -2.6724 2.5910 6.1730 0.000
H -1.5599 1.5434 4.2946 0.000
C 1.3211 -0.2681 -7.1330 0.014
C 1.3728 1.1456 -6.6661 0.112
C 0.7470 2.1674 -7.3247 0.001
C 0.8516 3.4844 -6.8530 0.215
Cl 0.0593 4.7280 -7.6718 0.131
C 1.6144 3.8025 -5.6991 0.055
C 2.2485 2.8127 -5.0195 0.077
C 2.1295 1.4715 -5.4810 0.186
O 2.6875 0.4382 -4.9159 0.173
C 3.5089 0.5231 -3.7392 0.011
C 2.6447 0.6575 -2.4916 0.019
O 1.6511 1.4192 -2.5310 0.058
O 2.9788 0.0222 -1.4676 0.078
H 0.6462 -0.3667 -7.9790 0.000
H 0.9897 -0.9289 -6.3317 0.005
H 2.3150 -0.6035 -7.4355 0.006
H 0.1687 1.9699 -8.2162 -0.003
H 1.6740 4.8308 -5.3741 -0.001
H 2.8055 3.0380 -4.1248 0.001
H 4.2023 1.3626 -3.8132 0.002
H 4.0681 -0.4071 -3.7167 0.001
C 3.6709 4.8446 0.5171 0.001
C 4.3265 3.6325 0.3566 0.000
C 3.5801 2.4838 0.1907 0.003
N 2.2380 2.4994 0.1801 -0.002
C 1.6051 3.6699 0.3348 0.005
C 2.2872 4.8596 0.5038 0.000
H 4.2308 5.7585 0.6611 0.000
H 5.4049 3.5680 0.3740 0.000
H 4.0462 1.5152 0.0778 0.001
H 0.5245 3.6302 0.3358 0.002
H 1.7308 5.7755 0.6410 0.000
```


[3]
This record from the Open Molecules 2025 dataset describes a structure of composition C48H41FNbO6S. The level of theory is the ωB97M-V functional and the def2-TZVPD basis.

Computed properties:
Charge: -1
HOMO in eV: -4.82
Frontier orbital gap in eV: 5.3

The geometry in XYZ format:
```
98
Properties=species:S:1:pos:R:3:mulliken_charge:R:1
C 4.1321 0.0855 2.9071 -1.089
C 3.6760 -0.8314 1.7688 0.124
S 3.4590 -2.5816 2.1900 -0.236
C 1.7509 -2.8143 1.6654 -0.532
Nb 0.1524 -1.8943 2.9512 -0.731
C -1.0696 -0.0959 3.4515 -0.995
C -0.5345 1.3188 3.6184 -0.147
C -0.3055 2.0476 2.3153 -0.336
F -1.5500 2.5741 1.8393 -0.236
H 4.2094 -0.4452 3.8531 0.293
H 5.1085 0.5259 2.6929 0.364
H 3.4315 0.9028 3.0742 0.194
H 2.7124 -0.5135 1.3754 -0.098
H 4.3897 -0.7963 0.9448 0.313
H 1.7081 -2.5088 0.6205 0.001
H 1.5750 -3.8983 1.6977 0.581
H 0.4227 -0.7182 1.5065 -0.109
H -1.3914 -2.7362 2.3195 -0.055
H -0.0779 -3.0860 4.3692 -0.075
H 1.2341 -1.0838 4.2072 0.019
H -1.4301 -0.4904 4.4141 0.590
H -1.9370 -0.0363 2.7840 0.246
H -1.2276 1.9495 4.1917 0.253
H 0.4085 1.3119 4.1717 0.367
H 0.0575 1.3630 1.5478 0.078
H 0.3638 2.9045 2.4071 0.307
C -0.5085 -3.7492 -6.1622 -0.580
C -1.3251 -2.9835 -6.9885 -0.516
C -2.0940 -1.9645 -6.4484 -0.614
C -2.0214 -1.6817 -5.0871 0.365
C -1.1863 -2.4394 -4.2700 0.129
C -0.4542 -3.4830 -4.8099 -0.691
C -1.0300 -2.1521 -2.8081 0.442
O -0.2516 -2.7930 -2.1369 -0.635
C -1.8458 -1.0410 -2.2489 0.084
C -1.7281 -0.7550 -0.8967 -0.526
C -2.4610 0.2844 -0.3495 -0.029
C -3.3105 1.0347 -1.1520 -0.720
C -3.4294 0.7554 -2.5045 -0.719
C -2.6959 -0.2834 -3.0637 0.188
C -2.8243 -0.5466 -4.5268 0.647
O -3.5309 0.1292 -5.2446 -0.693
H 0.1092 -4.5383 -6.5700 0.435
H -1.3585 -3.1815 -8.0520 0.391
H -2.7419 -1.3523 -7.0609 0.475
H 0.1689 -4.0605 -4.1442 0.888
H -1.0347 -1.3257 -0.2948 0.625
H -2.3524 0.5170 0.6985 0.193
H -3.8712 1.8525 -0.7173 0.439
H -4.0752 1.3326 -3.1521 0.453
C -5.2552 7.5052 9.3551 -0.473
C -4.0284 8.0993 9.0800 -0.465
C -3.3835 7.8394 7.8843 -0.568
C -3.9595 6.9787 6.9579 0.237
C -5.1854 6.3774 7.2367 0.190
C -5.8323 6.6472 8.4364 -0.575
C -5.8279 5.4299 6.2698 0.617
O -6.9042 4.9297 6.5120 -0.667
C -5.0847 5.1378 5.0115 0.271
C -5.6282 4.2293 4.1124 -0.722
C -4.9648 3.9435 2.9321 -0.442
C -3.7565 4.5629 2.6380 -0.314
C -3.2082 5.4664 3.5322 -0.722
C -3.8655 5.7572 4.7204 0.276
C -3.2409 6.7269 5.6664 0.539
O -2.2023 7.2950 5.4126 -0.660
H -5.7589 7.7119 10.2904 0.389
H -3.5758 8.7656 9.8028 0.396
H -2.4305 8.2879 7.6398 0.474
H -6.7833 6.1673 8.6222 0.472
H -6.5684 3.7589 4.3650 0.469
H -5.3839 3.2263 2.2386 0.426
H -3.2307 4.3230 1.7256 0.347
H -2.2632 5.9531 3.3343 0.478
C 3.0520 -3.4295 -2.2562 -0.569
C 4.3034 -3.0558 -1.7793 0.020
C 5.4262 -3.1955 -2.5786 -0.916
C 5.3074 -3.7176 -3.8618 0.503
C 4.0525 -4.1040 -4.3381 0.157
C 2.9310 -3.9517 -3.5324 -0.822
C 3.8774 -4.6910 -5.7005 0.573
O 2.7819 -5.0169 -6.1061 -0.651
C 5.1068 -4.8621 -6.5347 0.135
C 4.9878 -5.4350 -7.7946 -0.495
C 6.1094 -5.5974 -8.5877 -0.505
C 7.3547 -5.1854 -8.1266 -0.483
C 7.4782 -4.6157 -6.8718 -0.573
C 6.3563 -4.4539 -6.0687 0.122
C 6.5281 -3.8454 -4.7074 0.548
O 7.6176 -3.4790 -4.3258 -0.668
H 2.1723 -3.3158 -1.6348 0.511
H 4.3973 -2.6545 -0.7787 0.267
H 6.4088 -2.9064 -2.2320 0.472
H 1.9727 -4.2493 -3.9253 0.544
H 4.0050 -5.7421 -8.1253 0.473
H 6.0166 -6.0458 -9.5682 0.399
H 8.2304 -5.3109 -8.7500 0.392
H 8.4332 -4.2869 -6.4857 0.473
```


[4]
This record from the Open Molecules 2025 dataset describes a structure of composition C48H42CsFN8O5S. The level of theory is the ωB97M-V functional and the def2-TZVPD basis.

Computed properties:
Charge: -2
Relative energy (zero: lowest compared OMol25 entry of this formula, charge and spin) in eV: 0.436
HOMO in eV: -2.49
Frontier orbital gap in eV: 5.8

The geometry in XYZ format:
```
106
Properties=species:S:1:pos:R:3:mulliken_charge:R:1
Cs -0.2115 -0.3760 -0.0180 1.213
O 5.3644 -3.6538 4.2385 -0.672
C 4.2660 -3.1415 4.0153 0.165
N 3.8144 -2.4981 2.9309 -0.260
C 4.3010 -2.8227 1.7141 -0.034
O 4.8105 -3.8823 1.3561 -0.737
C 4.1243 -1.7536 0.6307 0.344
C 4.7218 -1.9760 -0.6057 -0.676
C 4.6279 -1.0022 -1.5847 -0.245
C 3.9390 0.1667 -1.3091 -0.818
C 3.3564 0.3010 -0.0585 -0.348
N 3.4427 -0.6351 0.8881 -0.223
C 3.3169 -3.1026 5.2109 0.561
C 3.1963 -4.2695 5.9679 -0.650
C 2.3360 -4.2908 7.0461 -0.278
C 1.6358 -3.1345 7.3685 -0.654
C 1.8369 -2.0167 6.5804 -0.197
N 2.6477 -1.9930 5.5223 -0.369
H 5.2429 -2.9106 -0.7567 0.453
H 5.0826 -1.1571 -2.5571 0.424
H 3.8242 0.9563 -2.0413 0.570
H 2.7840 1.1875 0.1967 0.459
H 3.7850 -5.1295 5.6823 0.393
H 2.2084 -5.1940 7.6313 0.388
H 0.9477 -3.0991 8.2027 0.358
H 1.3142 -1.0899 6.7983 0.406
C 2.6921 2.0521 -7.3329 -1.653
C 1.6132 0.9749 -7.3709 0.441
C 2.0013 -0.0934 -8.3838 -1.038
C 1.0076 -1.2407 -8.3824 -1.008
C 0.9311 -1.8274 -7.0020 0.981
C 0.6786 -3.1660 -6.7997 -0.763
C 0.5965 -3.6693 -5.5076 0.136
F 0.3505 -4.9931 -5.3596 -0.377
C 0.7528 -2.8723 -4.4110 -0.972
C 1.0104 -1.5093 -4.5951 0.340
C 1.1456 -0.6551 -3.3834 0.785
O 1.1978 -1.1819 -2.2779 -0.788
C 1.2268 0.7647 -3.6574 0.177
C 1.3885 1.1652 -4.9383 -0.387
N 1.4020 0.3667 -6.0456 0.426
C 1.1200 -0.9858 -5.8883 -0.507
C 1.1574 1.8898 -2.6024 -0.189
O 1.7171 2.9524 -2.9264 -0.839
O 0.5104 1.6212 -1.5654 -0.535
H 2.8989 2.3790 -8.3535 0.422
H 3.6103 1.6469 -6.9043 0.382
H 2.4065 2.9280 -6.7562 0.494
H 0.6672 1.4277 -7.6957 0.106
H 2.9990 -0.4696 -8.1361 0.342
H 2.0615 0.3764 -9.3672 0.390
H 1.2930 -2.0109 -9.1012 0.416
H 0.0226 -0.8692 -8.6861 0.311
H 0.5376 -3.8339 -7.6410 0.470
H 0.6859 -3.2570 -3.4022 0.744
H 1.5314 2.2246 -5.0944 0.495
C -6.1376 1.0062 -0.5146 -1.017
C -4.8761 1.8713 -0.5111 -1.052
C -4.5184 2.3920 0.8570 0.963
C -4.9680 3.6377 1.2802 -0.415
C -4.6276 4.1359 2.5283 -1.059
C -3.8073 3.3849 3.3567 -0.408
C -3.3352 2.1374 2.9678 0.907
C -2.4158 1.3588 3.8733 -0.491
C -3.1320 0.3449 4.7670 -1.338
C -3.7171 1.6264 1.7165 -0.131
N -3.2247 0.3828 1.2898 0.028
C -3.8816 -0.6726 1.6159 -0.146
C -3.5323 -2.0229 1.3119 -0.256
C -4.2513 -3.1537 1.7447 -1.036
C -3.5500 -4.2576 1.2622 -0.715
C -2.4490 -3.7231 0.5668 -0.597
N -2.4278 -2.3856 0.5899 0.107
H -6.3915 0.6858 -1.5278 0.342
H -6.9874 1.5584 -0.1056 0.292
H -5.9940 0.1114 0.0917 0.248
H -5.0170 2.7215 -1.1849 0.524
H -4.0391 1.2848 -0.8947 0.177
H -5.5826 4.2290 0.6078 0.364
H -4.9728 5.1145 2.8410 0.388
H -3.4962 3.7825 4.3171 0.388
H -1.8747 2.0677 4.5031 0.285
H -1.6692 0.8398 3.2668 0.093
H -3.9007 0.8361 5.3695 0.295
H -2.4218 -0.1364 5.4430 0.397
H -3.6114 -0.4375 4.1790 0.290
H -4.8078 -0.5685 2.2016 0.392
H -5.1551 -3.1470 2.3394 0.436
H -3.7871 -5.3032 1.3972 0.367
H -1.6714 -4.2779 0.0548 0.430
N 2.4473 0.3316 3.4840 0.001
C 1.6967 1.4089 3.3099 0.568
N 1.3001 1.8650 2.1567 -0.241
C 0.5874 3.0364 2.2966 -1.053
C 0.0074 3.7394 1.2400 -0.206
C -0.7062 4.8932 1.5185 -0.700
C -0.8471 5.3617 2.8252 -0.463
C -0.2796 4.6682 3.8852 -0.318
C 0.4318 3.5113 3.6100 0.735
S 1.2174 2.4049 4.7093 -0.381
H 2.7659 -0.1837 2.6550 0.443
H 2.5483 -0.1519 4.3692 0.346
H 0.1268 3.3606 0.2298 0.688
H -1.1731 5.4349 0.7051 0.404
H -1.4205 6.2602 3.0184 0.359
H -0.4000 5.0180 4.9039 0.395
```


| no. | electronic energy (eV) |
| --- | --- |
| 1 | -174209.7955 |
| 2 | -137010.5959 |
| 3 | -77826.8080 |
| 4 | -86723.1591 |